Computed, not measured: a structure of composition C21H23ClIN4OSr, with wB97M-V/def2-TZVPD.

CARTESIAN COORDINATES (ANGSTROEM)
Sr 0.0474 1.5243 -1.1916
Cl -1.2145 3.4203 5.8959
C -1.1742 3.0453 4.2118
C -2.1374 3.6129 3.3642
C -2.1481 3.2924 2.0384
C -1.2194 2.3782 1.4669
O -1.3357 2.0181 0.2514
C -0.1910 1.8656 2.3351
C 0.8693 1.0287 1.9175
N 1.0701 0.5556 0.7223
C 2.1526 -0.2543 0.4420
C 3.0776 -0.7110 1.3736
C 4.1429 -1.5419 1.0255
C 4.3268 -1.9462 -0.2691
C 3.4350 -1.5081 -1.2656
C 3.5912 -1.8645 -2.6206
C 2.7014 -1.3945 -3.5490
C 1.6555 -0.5747 -3.1130
N 1.4721 -0.2356 -1.8612
C 2.3357 -0.6651 -0.9208
C -0.2095 2.2216 3.7055
H -2.8598 4.3004 3.7723
H -2.8723 3.7328 1.3689
H 1.5643 0.7844 2.7278
H 2.9974 -0.4259 2.4120
H 4.8270 -1.8600 1.7987
H 5.1529 -2.5850 -0.5386
H 4.4164 -2.4990 -2.9093
H 2.7993 -1.6333 -4.5943
H 0.9423 -0.1775 -3.8275
H 0.5576 1.8272 4.3563
N -3.8396 -2.3552 -1.2451
C -3.7909 -1.6599 0.0723
C -2.7061 -0.5739 0.0113
N -1.4228 -1.1019 -0.3677
C -1.4675 -1.8338 -1.6010
C -2.5228 -2.9545 -1.5889
H -4.0730 -1.6569 -1.9620
H -4.5710 -3.0743 -1.2450
H -3.5574 -2.3988 0.8398
H -4.7648 -1.2219 0.2906
H -2.6183 -0.0777 0.9777
H -2.9900 0.1936 -0.7157
H -0.9894 -1.6269 0.3821
H -0.4854 -2.2615 -1.8082
H -1.7072 -1.1299 -2.4074
H -2.2780 -3.7031 -0.8343
H -2.5818 -3.4430 -2.5622
I 1.1134 5.0968 -0.2433
C 1.7554 3.3411 -1.3794
H 2.6100 2.9659 -0.8176
H 2.1147 3.7450 -2.3216

Gap between HOMO and LUMO in eV: 4.9
Charge: +1
HOMO in eV: -8.480

---

Computed, not measured: the molecule C5H10O2, with wB97M-V/def2-TZVPD.

CARTESIAN COORDINATES (ANGSTROEM)
C -0.7340 -1.8106 -0.3134
C -1.3229 -0.4757 -0.0101
C -0.7180 0.7327 0.0211
O -1.4273 1.8568 0.3825
C 0.7099 0.9692 0.1495
C 1.6072 0.5780 -0.9937
O 0.9214 -0.0495 1.5334
H -0.1747 -1.8089 -1.2484
H -0.0426 -2.1235 0.4698
H -1.5114 -2.5707 -0.3451
H -2.3887 -0.4651 0.1905
H -2.0692 1.5708 1.0556
H 0.9063 1.9869 0.4993
H 2.5364 0.1838 -0.5822
H 1.2014 -0.1878 -1.6506
H 1.8115 1.4539 -1.6058
H 0.6947 0.1597 2.4476

SMILES string: C/C=C(/O)[C@H](C)O
Gap between HOMO and LUMO in eV: 9.1
HOMO in eV: -8.341

---

Computed, not measured: a cluster of 14 separate species, C54H90F10O46P4 in total, with wB97M-V/def2-TZVPD.

CARTESIAN COORDINATES (ANGSTROEM)
C -15.8150 -11.0716 23.4932
C -15.6653 -12.2108 22.5728
O -14.3281 -12.6311 22.8597
C -14.0140 -12.2359 24.0606
O -13.0523 -12.6466 24.6659
O -14.9483 -11.4755 24.5557
F -15.6258 -11.7971 21.3074
H -16.8433 -10.9901 23.8455
H -15.4612 -10.2089 22.9288
H -16.4808 -12.9268 22.6748
C -13.0338 -4.6902 22.6206
C -14.5196 -5.0841 22.5927
O -14.8228 -4.5020 21.3597
C -14.0646 -3.3966 21.1303
O -14.4244 -2.4945 20.3640
O -13.0755 -3.4482 21.9489
F -15.2443 -4.5250 23.5953
H -12.2623 -5.3392 22.2063
H -12.7216 -4.4966 23.6468
H -14.5762 -6.1725 22.6094
C -3.1468 -4.9118 20.8118
C -2.5641 -6.2827 20.6155
O -2.0397 -6.4564 21.9217
C -2.8810 -5.8786 22.8128
O -2.9826 -6.1069 23.9789
O -3.6110 -5.0068 22.1852
F -1.5710 -6.3236 19.7473
H -3.8946 -4.6589 20.0602
H -2.3815 -4.1368 20.7699
H -3.2714 -7.0769 20.3764
C -15.8890 -8.9006 26.9090
C -14.7392 -8.1512 27.3855
O -13.9172 -8.0371 26.2368
C -14.6713 -8.1313 25.1106
O -14.3092 -8.0626 23.9311
O -15.9286 -8.5107 25.5126
F -14.1415 -8.8011 28.4100
H -16.8307 -8.5736 27.3498
H -15.7561 -9.9815 26.9539
H -15.0027 -7.1491 27.7239
C -11.8673 -5.3710 27.2985
C -10.3531 -5.3152 27.6017
O -9.8134 -5.1325 26.3300
C -10.6669 -5.3765 25.3557
O -10.3213 -5.3504 24.1546
O -11.9364 -5.5479 25.8538
F -10.0345 -6.4858 28.1201
H -12.4110 -4.4895 27.6383
H -12.3232 -6.1584 27.8987
H -10.0894 -4.5154 28.2937
C -9.9035 -1.5098 24.1125
C -9.5916 -1.6502 22.6148
O -8.2186 -1.5532 22.6166
C -7.8181 -0.7954 23.6426
O -6.6842 -0.5121 23.8801
O -8.8561 -0.5080 24.3932
F -10.1360 -0.5846 22.0385
H -9.7253 -2.4351 24.6602
H -10.9077 -1.1176 24.2734
H -9.9886 -2.5438 22.1330
C -5.4668 -3.5030 29.2980
C -6.6889 -3.3686 28.4913
O -7.3370 -2.2912 29.1218
C -6.5946 -1.7181 30.1026
O -6.9986 -0.7860 30.7702
O -5.4411 -2.3888 30.0969
F -7.5066 -4.4481 28.5524
H -4.6862 -3.5882 28.5420
H -5.4993 -4.4010 29.9148
H -6.4272 -3.1564 27.4547
C -3.4846 -6.9443 14.8079
C -4.7494 -7.6376 15.2158
O -5.2344 -6.7218 16.1375
C -4.2296 -6.0140 16.7932
O -4.3367 -5.3234 17.8425
O -3.1529 -6.1082 15.8910
F -4.4374 -8.7598 15.7703
H -3.6326 -6.3153 13.9301
H -2.6767 -7.6362 14.5700
H -5.3321 -7.8308 14.3151
C -5.7785 -8.3016 25.4439
C -6.9447 -7.8380 26.4161
O -6.2351 -6.7723 27.0210
C -4.8990 -6.9218 26.9044
O -4.0544 -6.1887 27.3473
O -4.5703 -7.9428 26.1552
F -7.1844 -8.8144 27.2412
H -5.7142 -7.8003 24.4782
H -5.8224 -9.3602 25.1879
H -7.8930 -7.6042 25.9321
C -10.9254 -4.7408 18.9021
C -9.5591 -5.2293 18.3829
O -8.7109 -4.1250 18.5883
C -9.4068 -3.0344 19.0526
O -8.8828 -1.9941 19.3306
O -10.6608 -3.3599 19.0970
F -9.5714 -5.4834 17.1079
H -11.1938 -5.1945 19.8561
H -11.7391 -4.8219 18.1814
H -9.2434 -6.1622 18.8500
C 0.5505 -11.4122 21.1678
C 0.2033 -10.4621 19.9952
O -1.1732 -10.2183 20.1223
P -2.0241 -10.0152 18.7287
O -3.1064 -9.0416 18.7248
O -0.8401 -9.5697 17.6402
C -0.5800 -8.2292 17.3151
C 0.1999 -8.1486 16.0138
O -2.4156 -11.4546 18.1327
C -2.9511 -11.6151 16.8137
C -1.8876 -11.8391 15.7371
H 0.0127 -12.3314 20.9351
H 1.6079 -11.6716 21.2191
H 0.1232 -10.9621 22.0639
H 0.7956 -9.5500 20.0686
H 0.4936 -11.0018 19.0939
H -1.4338 -7.5587 17.4131
H 0.1066 -7.9749 18.1226
H -0.4231 -7.6727 15.2565
H 1.0536 -7.4712 16.0349
H 0.6116 -9.0970 15.6685
H -3.6239 -12.4727 16.8096
H -3.6228 -10.8047 16.5304
H -1.5129 -10.8567 15.4499
H -1.0553 -12.4900 16.0051
H -2.3888 -12.2460 14.8589
C -8.7058 -12.2081 24.7968
C -8.2883 -11.6857 23.4529
O -6.9197 -11.8403 23.2150
P -6.4123 -12.7202 21.8934
O -7.1383 -13.9869 21.8607
O -6.4887 -11.7747 20.4862
C -7.7098 -11.5446 19.8211
C -7.3478 -11.4924 18.3197
O -4.8439 -12.8723 22.2261
C -4.2143 -11.6756 22.5367
C -2.7067 -11.9280 22.5508
H -9.7367 -11.8956 24.9633
H -8.5381 -13.2849 24.7724
H -8.1196 -11.8326 25.6356
H -8.9459 -12.0173 22.6493
H -8.4947 -10.6225 23.3300
H -8.4276 -12.3392 20.0250
H -8.0639 -10.5671 20.1484
H -8.1909 -11.1618 17.7132
H -6.4481 -10.9281 18.0745
H -7.0437 -12.4931 18.0126
H -4.6192 -10.8240 21.9898
H -4.5756 -11.5027 23.5504
H -2.0826 -11.0504 22.7190
H -2.4645 -12.6081 23.3674
H -2.3233 -12.4017 21.6470
C -6.2115 -7.5264 19.8846
C -6.0970 -8.3750 21.1736
O -7.1591 -8.5311 22.1073
P -8.3263 -7.4063 22.3360
O -8.8240 -6.7430 21.1063
O -7.6151 -6.5323 23.4881
C -6.7601 -5.4896 23.0754
C -6.5809 -4.4216 24.1782
O -9.4572 -8.2686 23.1719
C -10.8514 -8.1685 22.9130
C -11.4868 -9.5508 22.8268
H -5.3223 -7.5766 19.2564
H -6.9883 -8.0962 19.3746
H -6.3926 -6.4620 20.0337
H -5.7689 -9.3715 20.8781
H -5.2230 -7.9442 21.6621
H -5.8301 -6.0250 22.8846
H -7.0162 -5.0694 22.1028
H -7.2935 -3.5987 24.2341
H -6.5767 -4.8563 25.1778
H -5.6848 -3.8254 24.0060
H -11.2763 -7.6834 23.7918
H -11.1243 -7.5377 22.0670
H -11.2740 -10.1834 23.6886
H -12.5698 -9.5330 22.7040
H -11.0186 -10.0911 22.0040
C -3.4531 -2.5247 24.9593
C -2.1643 -2.3436 25.7447
O -1.9171 -0.9427 25.8599
P -1.9337 -0.2517 27.3779
O -0.9785 -0.8053 28.3217
O -1.7912 1.3239 27.0344
C -0.5438 1.9705 27.2828
C -0.7955 3.4293 27.3072
O -3.5473 -0.3908 27.7407
C -4.3563 0.5342 27.1594
C -5.8559 0.1921 27.2014
H -4.3091 -1.9706 25.3444
H -3.2512 -2.2496 23.9241
H -3.7091 -3.5840 24.9374
H -2.4467 -2.8065 26.6903
H -1.3276 -2.8275 25.2408
H -0.1150 1.7073 28.2497
H 0.2765 1.6224 26.6551
H -1.3811 3.7438 28.1712
H 0.1760 3.9178 27.3823
H -1.2202 3.7954 26.3725
H -4.1160 1.4756 27.6533
H -4.1561 0.7001 26.1009
H -6.1067 -0.7884 26.7967
H -6.0739 0.1512 28.2686
H -6.4454 0.9847 26.7406

⟨S²⟩: 0.756
Gap between HOMO and LUMO (alpha / beta) in eV: 9.6 / 2.2
Multiplicity: 2
Charge: +1
HOMO (alpha / beta) in eV: -11.572 / -11.572

---

Computed, not measured: a cluster of 2 separate species, C13H28N4O4S in total, with wB97M-V/def2-TZVPD.

CARTESIAN COORDINATES (ANGSTROEM)
C 1.9657 4.3103 0.3343
O 1.4019 4.7579 -0.9487
C 1.0949 3.6277 -1.8476
C -0.4978 3.6928 -2.2227
C -1.5001 2.9121 -1.1913
C -0.9200 1.4897 -0.5990
C -2.1287 0.3489 -0.4169
C -2.6968 0.3197 1.1222
C -2.5299 -1.1418 1.8810
C -1.2818 -1.2052 2.9478
C 0.1835 -0.9655 2.2521
C 0.4592 -2.1734 1.1771
N 1.7437 -1.9845 0.3515
N 2.7311 -1.0211 0.5084
N 3.7681 -1.2029 -0.4140
C 3.3328 -2.4337 -1.2276
N 1.9832 -2.8827 -0.6787
C 1.1835 -4.0526 -1.2091
S 2.2996 -5.5719 -1.3856
O 1.3615 -6.7996 -1.5728
O 3.1390 -5.6390 -0.0512
H 1.7453 3.1914 0.5959
H 1.5026 5.0271 1.1666
H 3.1386 4.5175 0.3618
H 1.6829 3.8557 -2.8612
H 1.4852 2.5872 -1.4820
H -0.8031 4.8449 -2.1781
H -0.6863 3.3683 -3.3479
H -2.4819 2.6516 -1.7823
H -1.8436 3.5562 -0.2560
H -0.5482 1.7291 0.5036
H -0.0464 1.0199 -1.2202
H -1.7366 -0.7334 -0.6702
H -3.0014 0.5910 -1.1954
H -3.8710 0.5014 1.0457
H -2.2822 1.2120 1.7718
H -3.5213 -1.2717 2.5295
H -2.5296 -2.0613 1.1283
H -1.3726 -0.4360 3.8384
H -1.3005 -2.2818 3.4593
H 1.0484 -0.9015 3.0547
H 0.1971 0.0456 1.6640
H -0.4712 -2.4246 0.4843
H 0.6443 -3.1630 1.8145
H 3.9196 -2.9675 -2.1092
H 0.1957 -4.2858 -0.6274
H 0.8470 -3.7561 -2.3149
H 3.1149 -5.3170 -2.5218
O -3.6078 3.1374 1.2206
H -4.5105 3.3779 1.1184

Gap between HOMO and LUMO in eV: 1.7
HOMO in eV: -5.109

---

Computed, not measured: a structure of composition C5H7CuO3, with wB97M-V/def2-TZVPD.

CARTESIAN COORDINATES (ANGSTROEM)
O -1.3424 0.0696 0.6352
C -0.3371 -0.6623 0.2348
O 0.5124 -0.1083 -0.5947
Cu 1.5730 -0.9624 -2.2648
O 0.0315 -1.6554 0.8997
C -1.5339 1.3937 0.0830
H -0.7765 2.0671 0.5114
H -1.3652 1.3405 -1.0097
C -2.9091 1.8276 0.3938
H -3.7218 1.1065 0.3023
H -3.1553 2.8861 0.3273
C 3.0892 -1.1775 0.0174
C 2.2280 -2.0683 0.2141
H 1.5539 0.1016 0.1017
H 4.1030 -1.0626 -0.3480
H 2.0502 -3.0961 0.4967

⟨S²⟩: 0.753
Gap between HOMO and LUMO (alpha / beta) in eV: 6.0 / 8.5
Multiplicity: 2
Charge: +1
HOMO (alpha / beta) in eV: -11.758 / -14.316

---

Computed, not measured: a cluster of 2 separate species, C6H14N3 in total, with wB97M-V/def2-TZVPD.

CARTESIAN COORDINATES (ANGSTROEM)
C 2.0818 0.7100 -0.3241
C 1.2542 0.0488 0.4317
C -2.6288 0.7906 0.0646
C 3.4060 1.2650 0.1116
C -0.3281 -2.8085 -0.1872
C -0.6693 -0.4681 -0.5990
N -3.3168 1.9220 0.1269
N -1.1617 -1.6298 -0.0277
N -1.4597 0.6844 -0.5133
H 1.8494 0.9029 -1.3643
H 1.2411 -0.2598 1.4536
H -3.0725 -0.0978 0.4963
H 3.6104 1.0463 1.1549
H 4.1965 0.8455 -0.5077
H 3.4031 2.3446 -0.0355
H 0.6030 -2.7348 0.3832
H -0.8860 -3.6759 0.1553
H -0.0828 -2.9373 -1.2389
H -0.2143 -0.6051 -1.5716
H -4.2231 1.9502 0.5660
H -2.9792 2.7700 -0.3035
H -1.4435 -1.5196 0.9423
H -1.0546 1.5057 -0.9515

⟨S²⟩: 2.024
Gap between HOMO and LUMO (alpha / beta) in eV: 6.6 / 7.8
Multiplicity: 3
Charge: +1
HOMO (alpha / beta) in eV: -9.155 / -13.264

---

Computed, not measured: the molecule C5H8N2, with wB97M-V/def2-TZVPD.

CARTESIAN COORDINATES (ANGSTROEM)
C 0.8372 -0.9254 -1.5530
C 0.1814 0.2370 -0.7540
C -0.9566 -0.0134 0.2032
C -1.5717 -1.3049 -0.0115
N -2.0811 -2.2340 -0.4763
N 0.3572 0.1885 0.7424
C 0.4118 1.2590 1.7798
H 0.7391 -1.9072 -1.0767
H 0.4236 -1.0518 -2.5686
H 1.9098 -0.7386 -1.6939
H 0.1456 1.1465 -1.3619
H -1.6895 0.7457 0.5068
H -0.4609 1.9384 1.8110
H 1.3095 1.8821 1.7377
H 0.4283 0.7648 2.7637

SMILES string: C[C@H]1[C@@H](C#N)N1C
Gap between HOMO and LUMO in eV: 10.5
HOMO in eV: -9.612

---

These records have strongest force on any atom values of 3.55, 3.10, 6.02, 7.70, 5.33, 3.97, 1.31 eV Å⁻¹, in the order they appear.